{"formula": "C4H13N2O", "method": "ωB97M-V with the def2-TZVPD basis set", "lumo_ev": -3.479, "mol_weight_da": 105.2, "e_homo_ev": -13.881, "spin_multiplicity": 1, "orbital_gap_ev": 10.4, "charge": 1, "relative_energy_kcal_mol": 65.2, "symbols": ["N", "C", "O", "H", "H", "H", "H", "H", "C", "C", "C", "N", "H", "H", "H", "H", "H", "H", "H", "H"], "coordinates": [[2.649, 1.156, -2.134], [1.998, -0.091, -1.733], [0.569, -0.115, -1.572], [2.434, 1.382, -3.144], [2.335, 1.967, -1.592], [2.188, -0.873, -2.502], [2.440, -0.403, -0.782], [0.161, 0.407, -2.266], [-1.775, -0.547, 2.637], [-1.378, -0.290, 1.203], [-2.107, -0.574, 0.094], [-0.011, 0.287, 0.924], [-2.834, -0.824, 2.633], [-1.208, -1.393, 3.083], [-1.635, 0.337, 3.281], [-1.614, -1.002, -0.789], [-3.194, -0.742, 0.251], [0.723, -0.179, 1.402], [0.103, 1.354, 1.103], [0.157, 0.142, -0.095]], "forces_ev_per_angstrom": [[-1.662, -0.192, -1.261], [1.396, -0.088, -1.203], [-0.173, 0.437, 0.298], [0.464, -0.389, 1.486], [0.282, -0.433, -0.038], [0.367, 0.631, 0.576], [-0.308, -0.059, -0.068], [-0.121, 0.059, -0.334], [0.054, 0.759, -0.095], [-0.625, 0.158, -0.900], [0.121, -0.975, 1.837], [-0.889, 1.590, 0.454], [0.251, 0.052, 0.116], [-0.207, 0.472, -0.468], [-0.058, -0.316, -0.137], [-0.373, 1.291, -0.188], [1.011, -0.310, -0.231], [0.893, -0.533, 0.908], [-0.644, -2.284, -0.090], [0.222, 0.128, -0.663]]}

{"formula": "C4H13N2O", "method": "ωB97M-V with the def2-TZVPD basis set", "lumo_ev": -3.173, "mol_weight_da": 105.2, "e_homo_ev": -11.971, "spin_multiplicity": 1, "orbital_gap_ev": 8.8, "charge": 1, "relative_energy_kcal_mol": 39.1, "symbols": ["C", "C", "C", "C", "N", "N", "H", "H", "H", "H", "H", "H", "H", "H", "H", "H", "H", "H", "H", "O"], "coordinates": [[0.049, -0.958, 0.829], [0.880, 0.306, 0.955], [0.063, 1.558, 0.674], [-1.161, 1.716, 1.189], [0.635, 2.418, -0.227], [-0.822, -0.920, -0.432], [0.515, -1.938, 0.840], [-0.695, -1.011, 1.628], [1.795, 0.266, 0.368], [1.146, 0.338, 2.003], [-1.469, 1.106, 2.029], [-1.888, 2.455, 0.904], [-0.135, -3.717, -2.279], [1.582, 2.328, -0.533], [0.026, 3.075, -0.678], [-1.452, -0.118, -0.390], [-0.182, -0.969, -1.222], [-1.403, -1.755, -0.421], [1.191, -3.215, -1.805], [0.349, -2.888, -2.163]], "forces_ev_per_angstrom": [[-1.709, 0.124, -0.065], [-0.087, 0.019, 0.695], [0.269, -0.011, -0.593], [-0.399, -0.547, 0.403], [-0.582, -0.345, -0.083], [0.589, -0.790, 1.071], [0.664, 0.215, -0.206], [0.203, 0.201, 0.069], [-0.010, 0.028, -0.083], [0.498, -0.025, 0.294], [-0.030, -0.267, -0.189], [0.249, 0.568, -0.074], [-0.178, 0.189, -0.242], [0.035, -0.061, -0.145], [0.277, 0.396, -0.008], [0.348, 0.570, -0.147], [-0.489, 0.051, -0.600], [0.106, -0.130, -0.396], [-0.112, 0.295, -0.274], [0.357, -0.480, 0.573]]}

{"formula": "C4H13N2O2", "method": "ωB97M-V with the def2-TZVPD basis set", "lumo_ev": [6.473, 6.484], "mol_weight_da": 121.2, "s2": 0.7509, "e_homo_ev": [4.252, -0.922], "spin_multiplicity": 2, "orbital_gap_ev": [2.2, 7.4], "charge": -2, "relative_energy_kcal_mol": 11.2, "symbols": ["C", "O", "C", "C", "C", "N", "N", "H", "H", "H", "H", "H", "H", "H", "H", "H", "H", "H", "H", "H", "O"], "coordinates": [[0.939, -1.633, 0.458], [0.288, -2.819, 0.194], [0.370, -0.323, -0.187], [1.109, 0.994, 0.121], [0.219, 2.150, -0.445], [-0.630, 2.925, 0.501], [-1.021, -0.138, 0.309], [1.973, -1.752, 0.075], [1.071, -1.388, 1.530], [0.342, -0.576, -1.273], [1.374, 0.928, 1.182], [2.085, 0.983, -0.407], [0.746, 3.081, -0.829], [-0.482, 1.847, -1.214], [-0.018, 3.524, 1.048], [-1.157, 2.277, 1.079], [-1.674, -0.646, -0.284], [-1.157, -0.527, 1.236], [-2.073, -3.471, -0.952], [-0.634, -2.757, -0.820], [-1.669, -2.678, -1.321]], "forces_ev_per_angstrom": [[1.114, 0.324, -0.827], [-0.460, 0.291, -0.162], [-0.763, -1.253, 0.509], [-0.062, -0.888, -1.602], [0.589, 2.532, 1.147], [-0.226, -0.714, -0.092], [-0.634, 0.152, -0.577], [0.320, 0.454, 0.096], [-0.294, -0.247, 0.308], [-0.232, 0.621, 0.525], [-0.478, 0.883, -0.001], [-0.250, 0.138, 0.091], [0.358, -1.496, -0.241], [0.428, -0.610, -0.246], [-0.134, -0.094, 0.367], [0.233, 0.171, 0.197], [0.265, -0.185, 0.100], [0.427, -0.157, -0.022], [-0.038, 0.150, -0.017], [-0.935, 0.405, 0.666], [0.772, -0.477, -0.221]]}

{"formula": "C4H13N2O2", "method": "ωB97M-V with the def2-TZVPD basis set", "lumo_ev": -3.007, "mol_weight_da": 121.2, "e_homo_ev": -14.580, "spin_multiplicity": 1, "orbital_gap_ev": 11.6, "charge": 1, "relative_energy_kcal_mol": 65.6, "symbols": ["O", "C", "N", "C", "N", "C", "C", "H", "H", "H", "H", "H", "H", "H", "H", "H", "H", "H", "H", "H", "O"], "coordinates": [[-2.030, 0.411, -0.098], [-1.703, -0.644, 0.356], [-2.334, -1.874, 0.331], [-0.167, -0.745, 0.803], [0.586, 0.140, -0.228], [0.955, 1.368, 0.405], [2.384, 1.523, 0.968], [-2.023, -2.860, 0.618], [-3.192, -1.993, -0.264], [0.073, -0.532, 1.824], [0.273, -1.784, 0.492], [-0.103, 0.221, -0.974], [1.422, -0.353, -0.656], [0.230, 1.535, 1.264], [0.514, 2.299, 0.011], [2.541, 0.864, 1.829], [2.715, 2.577, 1.297], [3.145, 1.155, 0.330], [-0.731, -0.860, -3.253], [-1.781, -0.122, -2.541], [-0.776, -0.326, -2.517]], "forces_ev_per_angstrom": [[-1.344, 0.501, -0.325], [2.509, -2.858, 0.560], [-1.315, -1.089, -0.857], [0.687, -3.181, -3.002], [0.440, -1.766, 1.041], [-1.031, 4.314, 3.171], [-0.033, 0.498, 1.011], [0.191, 2.730, -0.230], [1.039, 0.800, 1.096], [0.181, 0.437, 0.318], [-1.250, 1.501, 1.152], [0.016, 0.492, -0.719], [-1.201, 0.625, 0.802], [0.988, -1.054, -0.279], [1.010, -0.525, -1.731], [-0.378, 0.215, 0.241], [-1.062, -1.578, -0.699], [0.682, -0.052, -1.316], [0.856, -2.041, -2.742], [2.386, -0.067, 0.482], [-3.369, 2.098, 2.025]]}

{"formula": "C4H13N2O2", "method": "ωB97M-V with the def2-TZVPD basis set", "lumo_ev": -2.975, "mol_weight_da": 121.2, "e_homo_ev": -13.981, "spin_multiplicity": 1, "orbital_gap_ev": 11.0, "charge": 1, "relative_energy_kcal_mol": 20.5, "symbols": ["C", "C", "C", "C", "N", "O", "N", "H", "H", "H", "H", "H", "H", "H", "H", "H", "H", "H", "H", "H", "O"], "coordinates": [[-0.940, 1.013, 2.194], [0.022, 0.465, 1.156], [-0.526, -0.770, 0.448], [0.290, -0.920, -0.833], [-0.322, -1.442, -1.915], [1.434, -0.483, -0.914], [1.354, 0.074, 1.751], [-0.500, 1.672, 2.945], [-1.501, 0.234, 2.706], [-1.663, 1.668, 1.707], [0.160, 1.184, 0.365], [-0.644, -1.744, 0.926], [-1.506, -0.465, 0.075], [-1.218, -1.889, -1.828], [0.252, -1.498, -2.731], [1.135, -0.739, 2.292], [1.786, 0.808, 2.282], [1.970, -0.107, 0.954], [-1.829, 2.013, -1.851], [-0.470, 1.568, -2.605], [-0.988, 1.560, -1.818]], "forces_ev_per_angstrom": [[-0.249, 0.391, 0.275], [-0.864, -0.442, 0.486], [-0.199, 0.546, -1.684], [0.020, -0.079, -0.773], [0.145, 0.010, 1.231], [0.192, -0.040, 0.427], [-0.655, 0.787, -0.895], [0.358, -0.183, -0.018], [0.073, -0.096, 0.087], [-0.057, -0.248, -0.197], [0.517, 0.342, -0.015], [0.214, 0.261, 0.627], [-0.194, -0.145, 0.291], [0.027, 0.017, -0.370], [-0.056, -0.333, -0.502], [0.644, -0.639, 0.671], [0.048, 0.404, 0.734], [0.069, -0.656, -0.521], [0.096, 0.287, -0.817], [-0.049, 0.453, -1.095], [-0.080, -0.635, 2.059]]}

{"formula": "C4H13N2O2", "method": "ωB97M-V with the def2-TZVPD basis set", "lumo_ev": -2.828, "mol_weight_da": 121.2, "e_homo_ev": -14.310, "spin_multiplicity": 1, "orbital_gap_ev": 11.5, "charge": 1, "relative_energy_kcal_mol": 67.3, "symbols": ["C", "C", "C", "C", "N", "N", "O", "O", "H", "H", "H", "H", "H", "H", "H", "H", "H", "H", "H", "H", "H"], "coordinates": [[1.458, -1.203, 2.314], [1.284, 1.560, -2.460], [1.231, -0.082, 1.386], [-2.874, -0.244, 0.750], [0.299, -0.102, 0.519], [0.262, 0.670, -1.975], [-2.208, -0.443, -0.259], [-3.922, -0.956, 1.211], [1.943, -0.959, 3.305], [2.048, -1.937, 1.691], [0.527, -1.675, 2.583], [2.339, 1.204, -2.333], [1.374, 1.866, -3.475], [1.337, 2.534, -1.877], [1.962, 0.693, 1.365], [-2.702, 0.614, 1.371], [-0.364, -0.911, 0.445], [-0.617, 1.049, -2.238], [0.508, 0.484, -0.821], [0.408, -0.325, -2.349], [-4.295, -1.839, 0.847]], "forces_ev_per_angstrom": [[0.875, -0.611, 1.026], [3.687, 2.337, 1.076], [-0.968, -1.316, -0.074], [-0.459, -1.660, -2.176], [0.862, 0.124, -0.847], [2.420, -2.351, -0.138], [-1.344, -0.202, 1.323], [-0.250, -0.797, 0.004], [-0.084, -0.149, -1.434], [-0.247, 0.522, 1.036], [-0.423, -0.295, -0.147], [-1.048, -0.499, 0.446], [-1.200, -0.159, -1.180], [-0.665, -1.206, -0.466], [0.318, 0.844, -0.126], [-0.085, 0.413, 0.652], [0.940, 0.930, 0.667], [-1.306, -0.179, 0.284], [-1.964, 0.125, -0.174], [-0.698, 1.919, 0.227], [1.639, 2.210, 0.021]]}